[1]
A molecular structure, C48H57ClHgN7O3SbSi. Source: OMol25; level of theory: ωB97M-V with the def2-TZVPD basis set.

Last column: Mulliken spin population.
Element x y z (Å)
Hg -0.214 0.814 -1.093  0.0022
O 2.917 0.423 3.162  0.0261
C 2.926 1.751 3.404  0.1863
C 3.635 2.216 4.491  -0.0939
C 3.700 3.573 4.781  0.2412
C 3.039 4.478 3.961  -0.1258
C 2.329 4.043 2.865  0.2797
C 2.237 2.665 2.538  -0.1531
C 1.546 2.141 1.425  0.2853
O 1.344 0.903 1.190  0.1794
N 1.019 3.070 0.422  0.0211
N -0.292 2.688 -0.128  0.0114
C -0.734 3.647 -1.035  -0.0033
C -0.912 3.407 -2.378  0.0011
C -1.432 4.392 -3.280  0.0015
C -1.570 4.109 -4.601  0.0007
C -1.193 2.837 -5.084  0.0022
C -0.721 1.923 -4.171  -0.0006
N -0.597 2.157 -2.874  0.0010
H 2.334 0.287 2.375  0.0014
H 4.147 1.492 5.107  -0.0043
H 4.266 3.913 5.635  0.0279
H 3.082 5.536 4.186  -0.0058
H 1.825 4.785 2.257  0.0332
H -0.938 4.640 -0.630  0.0017
H -1.705 5.357 -2.876  0.0002
H -1.959 4.848 -5.291  0.0000
H -1.279 2.587 -6.129  0.0004
H -0.402 0.936 -4.496  0.0001
C 3.903 2.814 -2.767  0.0006
Si 2.943 1.782 -1.445  0.0154
C 2.049 3.297 -0.616  0.0469
C 4.317 1.178 -0.246  0.0052
N 1.859 0.550 -1.915  -0.0054
C 2.130 -0.465 -2.780  0.0021
C 3.299 -0.515 -3.560  -0.0002
C 3.574 -1.554 -4.423  0.0000
C 2.723 -2.641 -4.508  0.0004
C 1.568 -2.641 -3.742  0.0005
C 1.237 -1.558 -2.945  -0.0017
O 0.056 -1.557 -2.207  -0.0077
C -1.030 -2.247 -2.654  -0.0001
C -1.886 -2.767 -1.681  -0.0022
C -3.000 -3.496 -2.052  -0.0001
C -3.289 -3.709 -3.391  0.0000
C -2.477 -3.143 -4.358  0.0000
C -1.358 -2.412 -4.001  0.0001
H 4.076 3.829 -2.417  -0.0016
H 3.353 2.886 -3.700  0.0001
H 4.875 2.385 -2.992  0.0003
H 2.815 3.937 -0.174  0.0024
H 0.863 3.973 0.892  -0.0076
H 1.541 3.866 -1.402  -0.0069
H 4.910 2.005 0.139  0.0051
H 4.989 0.499 -0.763  0.0006
H 3.905 0.642 0.603  -0.0055
H 3.991 0.306 -3.476  -0.0002
H 4.472 -1.523 -5.025  0.0000
H 2.945 -3.477 -5.153  0.0001
H 0.911 -3.499 -3.771  0.0000
H -1.646 -2.575 -0.646  0.0025
H -3.644 -3.907 -1.287  0.0000
H -4.150 -4.298 -3.678  0.0000
H -2.713 -3.271 -5.406  0.0000
H -0.734 -1.962 -4.761  0.0000
C -3.278 -1.453 4.250  0.0006
C -3.109 -1.094 2.784  0.0094
C -3.571 -2.246 1.907  -0.0010
Sb -1.078 -0.382 2.090  0.0136
C -1.230 1.604 3.135  0.0577
C -2.228 2.465 2.378  -0.0027
C -1.537 1.666 4.622  0.0005
C 0.262 -1.602 3.401  0.0013
C 0.464 -1.112 4.823  -0.0023
C -0.177 -3.056 3.378  0.0006
H -4.341 -1.560 4.490  -0.0005
H -2.859 -0.694 4.904  0.0003
H -2.798 -2.401 4.477  0.0001
H -3.749 -0.230 2.574  -0.0002
H -2.978 -3.135 2.104  -0.0002
H -3.476 -2.000 0.851  0.0010
H -4.616 -2.489 2.110  0.0001
H -0.233 2.015 2.978  -0.0327
H -3.240 2.071 2.484  0.0000
H -1.971 2.522 1.322  0.0022
H -2.223 3.479 2.783  0.0004
H -2.574 1.400 4.819  0.0003
H -1.389 2.691 4.971  0.0002
H -0.884 1.029 5.207  0.0004
H 1.217 -1.528 2.877  0.0007
H -0.478 -1.064 5.366  0.0002
H 0.942 -0.133 4.832  0.0029
H 1.120 -1.802 5.359  0.0000
H -1.010 -3.232 4.054  0.0001
H 0.649 -3.700 3.684  0.0000
H -0.477 -3.349 2.377  -0.0003
Cl -5.001 -0.845 -4.666  0.0000
C -4.480 -0.413 -3.082  -0.0001
C -5.359 -0.522 -2.010  -0.0001
C -4.885 -0.122 -0.763  0.0002
C -3.582 0.315 -0.647  -0.0037
N -2.738 0.379 -1.676  0.0017
C -3.191 0.039 -2.882  -0.0004
H -6.366 -0.881 -2.151  0.0000
H -5.524 -0.165 0.105  0.0000
H -3.185 0.646 0.301  0.0037
H -2.506 0.154 -3.707  0.0000
N 1.491 -7.425 0.127  0.0000
C 1.638 -6.283 0.095  0.0000
C 1.790 -4.889 0.124  -0.0001
C 3.051 -4.269 0.151  -0.0002
C 3.095 -2.893 0.234  0.0000
C 1.904 -2.173 0.287  -0.0066
N 0.708 -2.756 0.281  0.0033
C 0.655 -4.067 0.196  -0.0002
H 3.951 -4.871 0.108  0.0000
H 4.037 -2.371 0.261  -0.0001
H 1.900 -1.096 0.320  -0.0109
H -0.328 -4.521 0.183  -0.0001

As for the net charge: -1. Its HOMO-LUMO gap (spin up / spin down) is 5.09 / 5.30 eV. For the energy relative to the best compared isomer or geometry (same formula, charge and spin), the calculation gives 3.7558 eV. Its multiplicity is 2. For the highest occupied orbital energy (spin up / spin down), the calculation gives -2.9 / -3.1 eV.

[2]
A molecular structure, C48H57F18N2O12Rb. Source: OMol25; level of theory: ωB97M-V with the def2-TZVPD basis set.

Last column: Mulliken charge in e.
Element x y z (Å)
C -5.116 2.072 4.263  -0.9800
N -3.952 2.956 4.123  0.2143
C -3.183 2.993 3.024  -0.4120
C -2.118 3.762 2.922  -0.3930
C -1.677 4.506 4.015  0.9906
C -2.460 4.544 5.115  -0.6664
C -3.610 3.741 5.157  -0.2807
C -0.408 5.326 3.954  0.0496
C 0.763 4.592 3.971  -0.4359
C 2.048 5.128 3.701  -0.9324
N 2.091 6.451 3.504  0.0282
C 1.003 7.220 3.382  -0.3940
C -0.263 6.703 3.595  -0.5899
C 3.422 7.016 3.171  -1.1201
H -5.226 1.458 3.395  0.2882
H -5.950 2.764 4.332  0.3887
H -4.949 1.552 5.223  0.3501
H -3.387 2.309 2.185  0.4728
H -1.467 3.496 2.069  0.4759
H -2.284 5.215 5.897  0.6884
H -4.247 3.792 6.066  0.4226
H 0.777 3.527 4.079  0.6985
H 2.994 4.604 3.692  0.7479
H 1.184 8.247 3.118  0.4990
H -1.110 7.372 3.426  0.5139
H 3.537 7.906 3.735  0.5225
H 3.472 7.158 2.079  0.3745
H 4.208 6.276 3.436  0.3376
Rb -0.056 1.654 -1.961  0.2185
C -1.246 0.698 0.805  1.2280
O -0.173 -0.151 0.351  0.1522
O -1.166 1.980 0.390  -0.9371
C -2.522 0.007 0.298  0.6366
F -3.621 0.705 0.538  -0.3471
F -2.501 -0.083 -1.055  -0.0832
F -2.769 -1.169 0.868  -0.2131
C 0.495 -1.193 1.121  0.4176
C 1.534 -1.955 0.242  -1.0961
H 2.344 -2.503 0.781  0.4642
H 1.143 -2.602 -0.540  0.1321
H 2.101 -1.101 -0.223  0.1361
H -0.305 -1.816 1.521  -0.2145
H 0.928 -0.821 2.059  0.1110
H -1.298 0.600 1.950  -0.8317
C -4.484 1.935 -3.802  -0.6869
C -4.103 1.375 -5.004  -0.4107
C -4.279 0.017 -5.249  -0.6456
C -4.678 -0.843 -4.219  -0.2967
C -5.136 -0.243 -3.045  -0.3223
C -5.092 1.118 -2.860  -0.2257
H -4.500 3.027 -3.650  0.4019
H -3.741 2.002 -5.775  0.5229
H -4.112 -0.349 -6.268  0.4443
H -4.697 -1.941 -4.325  0.5246
H -5.511 -0.849 -2.183  0.3062
H -5.570 1.442 -1.938  0.3965
C 5.009 4.924 1.499  -0.6729
C 3.924 4.915 0.641  -0.5586
C 2.903 4.027 0.753  -0.2908
C 3.006 3.021 1.695  -0.5149
C 4.149 2.884 2.440  -0.8389
C 5.136 3.886 2.382  -0.3830
H 5.806 5.672 1.394  0.5087
H 3.894 5.650 -0.150  0.5865
H 2.023 4.122 0.165  0.7316
H 2.177 2.297 1.759  0.5209
H 4.293 2.108 3.117  0.5781
H 5.994 3.698 2.994  0.4110
C -1.980 -2.644 -5.269  -1.4472
C -0.839 -1.734 -4.727  0.3751
O -0.255 -1.171 -5.945  -0.3317
C 0.216 0.023 -5.902  0.6926
O 0.085 0.807 -4.977  -0.5333
C 0.934 0.363 -7.208  0.7568
F 1.099 -0.710 -7.993  -0.2278
F 0.140 1.275 -7.834  -0.2452
F 2.120 0.959 -6.968  -0.1992
H -2.527 -2.039 -5.986  0.3248
H -2.641 -2.934 -4.486  0.3305
H -1.572 -3.516 -5.788  0.4039
H -0.192 -2.221 -4.001  0.2070
H -1.301 -0.818 -4.254  0.0239
C -1.116 -8.991 3.671  -1.0174
C 0.046 -9.007 2.689  -0.2899
O 0.389 -7.606 2.330  -0.2833
C 0.131 -7.169 1.157  0.1738
O -0.166 -7.692 0.146  -0.5170
C 0.259 -5.588 1.209  1.1586
F 1.364 -5.221 1.890  -0.3043
F 0.356 -5.117 -0.032  -0.2696
F -0.771 -5.014 1.802  -0.2795
H -1.401 -9.989 4.015  0.3796
H -2.008 -8.549 3.170  0.2636
H -0.795 -8.348 4.478  0.3010
H -0.148 -9.612 1.811  0.3189
H 0.978 -9.380 3.087  0.3095
C -1.129 -6.767 -2.692  -1.1495
C 0.289 -7.045 -2.922  -0.2747
O 0.994 -5.793 -2.885  -0.1047
C 2.298 -5.832 -3.132  0.0672
O 2.928 -6.703 -3.654  -0.5183
C 2.907 -4.541 -2.541  1.0837
F 3.956 -4.100 -3.280  -0.2747
F 2.161 -3.522 -2.256  -0.1274
F 3.438 -4.982 -1.374  -0.2916
H -1.555 -6.195 -3.505  0.3530
H -1.238 -6.165 -1.789  0.1515
H -1.722 -7.658 -2.757  0.4031
H 0.435 -7.626 -3.825  0.4578
H 0.675 -7.652 -2.113  0.2838
C 5.600 4.246 -5.500  -1.1696
C 4.219 4.036 -5.085  -0.1909
O 4.186 2.673 -4.509  -0.2470
C 3.268 2.358 -3.676  0.6489
O 2.383 3.055 -3.163  -0.6489
C 3.297 0.884 -3.286  0.6487
F 4.488 0.362 -3.292  -0.2186
F 2.719 0.746 -2.031  -0.1383
F 2.446 0.279 -4.194  -0.1604
H 6.267 4.179 -4.623  0.3128
H 5.622 5.297 -5.812  0.3971
H 5.922 3.525 -6.274  0.3059
H 3.527 4.035 -5.950  0.2783
H 3.907 4.741 -4.358  0.3110
C -2.556 -2.862 3.956  -1.2131
C -2.674 -1.446 4.366  0.0200
O -1.358 -0.930 4.742  -0.1216
C -1.259 0.303 5.012  0.3388
O -2.113 1.200 4.839  -0.3949
C 0.121 0.515 5.616  0.7358
F 0.009 0.976 6.856  -0.2908
F 0.884 -0.522 5.651  -0.2299
F 0.780 1.443 4.919  -0.1916
H -3.566 -3.242 4.077  0.3950
H -1.798 -3.340 4.599  0.3208
H -2.187 -2.856 2.956  0.1991
H -3.337 -1.271 5.207  0.4453
H -3.029 -0.987 3.453  0.0061

As for the net charge: +2. Its HOMO-LUMO gap is 6.42 eV. For the highest occupied orbital energy, the calculation gives -12.3 eV.

[3]
13 unconnected molecules or ions with the total composition C48H58F10IN15O3S. Source: OMol25; level of theory: ωB97M-V with the def2-TZVPD basis set.

Last column: Mulliken charge in e.
Element x y z (Å)
C -3.538 -4.386 1.526  -1.2792
C -2.378 -3.573 0.697  0.9222
O -2.013 -4.374 -0.464  -0.4329
C -1.420 -3.558 -1.511  0.3870
O -0.179 -3.661 -1.745  -0.5306
C -2.387 -2.535 -2.274  -0.1916
C -1.650 -1.288 -2.964  -0.5350
C -0.613 -0.499 -2.024  -0.8839
C -1.009 -0.432 -0.483  0.8027
C -2.328 0.248 -0.080  0.0219
O -3.125 0.790 -1.139  -0.5896
C -2.724 0.347 1.460  0.1855
C -4.130 1.068 1.720  -1.3461
C -3.974 2.612 2.232  0.1474
C -5.266 3.494 1.769  -1.1917
I -7.070 2.873 2.891  -0.0044
C -1.800 -0.219 2.602  0.3964
C -2.180 -0.076 4.163  0.7029
F -3.579 0.027 4.416  -0.2743
F -1.801 -1.256 4.912  -0.2970
C -1.491 1.204 4.864  0.5899
F -1.548 2.384 4.039  -0.2763
F -0.079 0.894 4.905  -0.2900
C -1.892 1.479 6.382  0.3196
F -0.918 2.431 6.870  -0.2578
F -1.779 0.366 7.254  -0.1691
C -3.317 2.151 6.658  0.6272
F -3.179 2.854 7.909  -0.2586
F -3.725 3.127 5.731  -0.1919
F -4.364 1.208 6.914  -0.2230
C -0.445 -0.899 2.116  -0.2082
N 0.426 -1.374 3.162  -0.3558
C 1.624 -1.965 2.699  -0.1789
C 2.651 -2.535 3.814  0.3583
C 3.027 -4.081 3.606  -0.9862
F 1.968 -2.452 5.106  -0.3350
C 1.949 -2.045 1.185  0.2077
N 3.277 -2.654 0.824  -0.5682
C 3.729 -1.871 -0.123  0.2315
S 4.431 -0.750 -1.131  -0.0491
N 1.159 -1.612 0.085  -0.1979
C -0.034 -1.020 0.629  0.3814
H -4.268 -3.590 1.945  0.2440
H -3.080 -4.931 2.420  0.3516
H -4.174 -5.057 0.851  0.2653
H -2.836 -2.557 0.449  -0.3605
H -1.514 -3.381 1.428  0.1165
H -3.240 -2.118 -1.641  -0.1044
H -2.890 -3.133 -3.131  0.5042
H -2.448 -0.581 -3.382  0.2140
H -1.043 -1.646 -3.884  0.3554
H -0.596 0.606 -2.403  0.3856
H 0.428 -0.916 -2.238  0.2880
H -3.183 1.775 -1.026  0.3261
H -4.835 0.459 2.407  0.3876
H -4.730 1.162 0.731  0.5131
H -4.040 2.560 3.370  -0.1896
H -3.008 3.105 1.878  0.4350
H -5.075 4.573 2.120  0.4906
H -5.427 3.471 0.638  0.4265
H 3.582 -1.866 3.917  0.2694
H 4.184 -4.129 3.552  0.2221
H 2.575 -4.434 2.604  0.3159
H 2.730 -4.760 4.478  0.3393
C -1.219 0.399 -6.648  -0.8088
C -0.850 1.015 -5.332  0.5884
N -0.559 1.501 -4.292  -0.6235
H -1.895 -0.443 -6.487  0.3021
H -1.717 1.146 -7.280  0.3511
H -0.321 0.043 -7.157  0.2501
C -1.045 -2.259 9.094  -0.4666
C -1.064 -3.665 9.616  0.1355
N -1.079 -4.773 10.028  -0.3765
H -1.460 -1.579 9.840  0.3064
H -0.020 -1.959 8.871  0.2906
H -1.641 -2.193 8.182  0.1191
C 3.833 -4.019 -4.227  -0.7365
C 3.060 -2.813 -4.672  0.3534
N 2.451 -1.861 -5.021  -0.3971
H 4.810 -4.032 -4.712  0.3252
H 3.972 -3.992 -3.145  0.1827
H 3.289 -4.926 -4.494  0.2965
C 7.515 2.310 -0.687  -0.6996
C 7.077 1.580 -1.921  0.3277
N 6.732 1.003 -2.897  -0.4562
H 8.248 1.712 -0.143  0.2359
H 7.967 3.264 -0.960  0.3128
H 6.656 2.495 -0.040  0.3265
C 1.790 2.125 -7.380  -0.3294
C 1.346 1.404 -8.618  0.0466
N 0.995 0.835 -9.594  -0.4603
H 2.522 1.521 -6.841  0.2009
H 2.245 3.080 -7.648  0.4410
H 0.933 2.310 -6.729  0.0255
C 3.915 1.996 -3.982  -0.3438
C 3.140 3.201 -4.428  0.2971
N 2.528 4.162 -4.773  -0.5124
H 4.892 1.983 -4.467  0.3216
H 4.055 2.024 -2.901  0.2299
H 3.373 1.086 -4.247  0.0236
C 10.270 -0.754 -3.197  -0.7702
C 10.128 -0.235 -1.798  0.4163
N 10.014 0.174 -0.694  -0.4717
H 10.799 -0.023 -3.812  0.2650
H 10.834 -1.689 -3.191  0.3007
H 9.284 -0.935 -3.627  0.2464
C -7.271 -4.777 -1.378  -0.6369
C -6.150 -3.834 -1.058  0.4186
N -5.266 -3.089 -0.805  -0.4285
H -6.881 -5.789 -1.502  0.2961
H -8.003 -4.774 -0.568  0.0244
H -7.763 -4.470 -2.303  0.3086
C 0.620 5.284 5.742  -0.4787
C 1.736 6.229 6.076  0.0987
N 2.616 6.974 6.339  -0.3683
H 1.012 4.273 5.624  0.1999
H -0.121 5.287 6.543  0.2536
H 0.139 5.591 4.812  0.2979
C -10.903 -2.591 -0.649  -0.7496
C -10.468 -3.899 -0.058  0.4036
N -10.125 -4.931 0.408  -0.4685
H -11.981 -2.469 -0.528  0.3034
H -10.392 -1.768 -0.145  0.2653
H -10.659 -2.564 -1.712  0.2589
C -1.545 5.106 -7.762  -0.8380
C -1.724 3.659 -8.111  0.4458
N -1.864 2.517 -8.385  -0.5243
H -0.599 5.247 -7.236  0.2574
H -1.539 5.709 -8.672  0.3071
H -2.363 5.437 -7.120  0.2831
C 9.905 5.199 1.710  -0.7950
C 9.338 3.819 1.861  0.4369
N 8.892 2.730 1.980  -0.4632
H 9.112 5.899 1.440  0.2687
H 10.357 5.519 2.650  0.3170
H 10.666 5.205 0.928  0.2649

As for the net charge: 0. Its HOMO-LUMO gap is 7.51 eV. For the highest occupied orbital energy, the calculation gives -8.7 eV.